1.
DFT (ωB97M-V/def2-TZVPD) results for a molecular structure, C4H5Br2NO2S in a non-equilibrium geometry.

Its energy relative to the best compared isomer or geometry (same formula, charge and spin) is 0.417 eV. The HOMO-LUMO gap comes out at 10.5160 eV. The calculation puts the HOMO energy at -10.57 eV. The value obtained for the lowest unoccupied orbital energy is -0.06 eV.

The geometry in XYZ format:
```
15
Properties=species:S:1:pos:R:3:forces:R:3
C 1.31529 -1.26092 0.82415 -0.1 -0.5 0.6
C 0.70059 0.76760 -0.62790 2.2 -3.8 3.3
C -1.91534 -0.57748 -0.69262 2.3 1.3 -0.8
C 1.82041 0.07358 0.76778 -1.5 1.0 -4.1
N 0.83783 -2.30384 0.87892 0.1 -0.1 -0.2
O -0.76438 0.37998 1.45191 0.3 0.0 -0.4
O -1.50288 2.07464 -0.14556 0.7 -0.7 -0.6
S -0.87765 0.78444 0.06604 -3.1 0.6 1.2
Br -3.41069 -0.61417 0.38450 -1.2 -0.6 0.4
Br 3.66434 0.08492 0.11353 -0.8 0.3 0.5
H 0.96610 1.71773 -0.83558 1.1 3.1 -0.7
H 0.92772 0.05283 -1.37539 -0.2 -0.5 -1.0
H -1.18798 -1.35339 -0.61065 -0.1 -1.3 0.7
H -2.08848 -0.52060 -1.77029 -0.4 0.7 0.3
H 1.51514 0.69468 1.57115 0.5 0.4 0.9
```
Positions in Å, forces in eV/Å.

Calculated atomic charges, method Mulliken, unit e: atom 1 (C): 0.44, atom 2 (C): -1.10, atom 3 (C): -0.55, atom 4 (C): -0.35, atom 5 (N): -0.42, atom 6 (O): -0.59, atom 7 (O): -0.66, atom 8 (S): 1.11, atom 9 (Br): -0.06, atom 10 (Br): -0.07, atom 11 (H): 0.49, atom 12 (H): 0.50, atom 13 (H): 0.32, atom 14 (H): 0.41, atom 15 (H): 0.52

2.
DFT (ωB97M-V/def2-TZVPD) results for a gas-phase ion, C4H5Br3N3 (charge +1) in a non-equilibrium geometry.

The HOMO-LUMO gap comes out at 9.4743 eV. The calculation puts the HOMO energy at -14.26 eV. Its total charge is +1. The value obtained for the lowest unoccupied orbital energy is -4.78 eV. As for the SMILES: C[C@]1(Br)N=C(Br)NC(Br)=[NH+]1.

The geometry in XYZ format:
```
15
Properties=species:S:1:pos:R:3:forces:R:3
C -1.98359 -0.83629 0.46410 0.7 1.5 -0.7
C -0.83717 -0.37992 -0.39837 3.6 -1.7 1.3
Br -1.13552 -0.60142 -2.34299 0.3 0.0 1.4
N 0.53004 -1.38966 0.19306 -2.6 1.9 -1.5
C 1.64657 -0.83599 0.17917 0.3 0.2 0.1
Br 3.18894 -1.69322 0.86485 -0.3 0.1 -0.3
N 1.93064 0.52794 -0.19749 -5.6 -0.6 0.9
C 0.92111 1.41160 -0.13211 -1.2 0.0 -0.7
Br 1.27246 3.33662 -0.08852 -0.3 -2.2 0.0
N -0.37066 1.00242 -0.14892 1.8 0.5 0.4
H -2.82653 -0.24884 0.18635 -0.9 0.6 0.4
H -1.84157 -1.05816 1.49705 0.8 1.4 1.2
H -2.23166 -1.80649 0.27573 -0.6 -2.8 -1.9
H 2.79762 0.84022 -0.36667 4.0 1.2 -0.5
H -1.06069 1.73120 0.01475 0.0 -0.2 -0.1
```
Positions in Å, forces in eV/Å.

Calculated atomic charges, method Mulliken, unit e: atom 1 (C): -1.29, atom 2 (C): 0.35, atom 3 (Br): -0.02, atom 4 (N): -0.41, atom 5 (C): 0.45, atom 6 (Br): -0.08, atom 7 (N): -0.10, atom 8 (C): 0.52, atom 9 (Br): -0.02, atom 10 (N): -0.11, atom 11 (H): 0.41, atom 12 (H): 0.40, atom 13 (H): 0.47, atom 14 (H): 0.18, atom 15 (H): 0.26

3.
DFT (ωB97M-V/def2-TZVPD) results for 3 unconnected molecules or ions with the total composition C4H5BrIN in a non-equilibrium geometry.

Its energy relative to the best compared isomer or geometry (same formula, charge and spin) is 2.501 eV. The HOMO-LUMO gap comes out at 10.1802 eV. The calculation puts the HOMO energy at -9.76 eV. The value obtained for the lowest unoccupied orbital energy is 0.42 eV.

The geometry in XYZ format:
```
12
Properties=species:S:1:pos:R:3:forces:R:3
C -2.15613 2.70154 3.73144 2.3 -2.2 0.9
C -1.36355 1.94948 4.29706 -2.7 2.4 -1.6
C 1.57895 1.85636 2.91733 0.0 -0.8 -0.1
C 1.52851 -0.69108 2.74806 -3.9 -0.6 3.1
N 1.52318 0.68841 2.86191 2.5 2.7 -0.5
Br -0.36899 0.90516 5.30912 0.2 -0.5 0.9
I -2.41397 -0.80763 -2.47276 0.0 0.0 0.0
H -2.71219 3.23509 3.00044 -0.2 0.2 0.2
H -2.03448 0.69022 -2.03912 0.0 0.0 0.0
H 0.40958 -0.70549 2.76531 0.4 -1.8 -0.7
H 1.73560 -1.19927 3.72676 0.5 0.6 -0.9
H 1.93583 -1.18112 1.91899 0.8 -0.1 -1.3
```
Positions in Å, forces in eV/Å.

Calculated atomic charges, method Mulliken, unit e: atom 1 (C): 0.10, atom 2 (C): -0.51, atom 3 (C): -0.15, atom 4 (C): -0.69, atom 5 (N): -0.05, atom 6 (Br): 0.00, atom 7 (I): -0.10, atom 8 (H): 0.39, atom 9 (H): 0.10, atom 10 (H): 0.30, atom 11 (H): 0.27, atom 12 (H): 0.33

4.
DFT (ωB97M-V/def2-TZVPD) results for a single C4H5BrN2 molecule in a non-equilibrium geometry.

Its energy relative to the best compared isomer or geometry (same formula, charge and spin) is 6.151 eV. The HOMO-LUMO gap (spin up / spin down) comes out at 9.3038 / 6.0493 eV. The calculation puts the HOMO energy (spin up / spin down) at -8.92 / -7.06 eV. The value obtained for the lowest unoccupied orbital energy (spin up / spin down) is 0.38 / -1.01 eV.

The geometry in XYZ format:
```
12
Properties=species:S:1:pos:R:3:forces:R:3
C 2.30567 -1.78746 0.24438 0.3 0.1 0.8
C 1.05409 -1.50047 -0.39999 -0.1 0.6 -0.6
C 3.46739 -1.24996 0.34070 1.9 2.6 0.0
C -0.44357 1.57124 0.31574 -0.4 -0.1 0.4
N 0.38551 -0.44249 -0.46914 -1.4 -3.1 -0.8
N 0.37114 0.76221 -0.56324 1.3 3.6 0.4
Br 4.15636 0.52900 -0.00555 -0.5 -1.5 0.0
H 2.19548 -2.62652 0.87948 0.1 -1.4 0.4
H 0.71234 -2.35653 -0.91595 -1.2 -0.9 -0.2
H -1.46871 1.68508 -0.08179 0.2 -0.3 0.3
H -0.45948 1.13500 1.36477 0.0 0.8 -1.1
H -0.01046 2.58003 0.25006 -0.1 -0.4 0.5
```
Positions in Å, forces in eV/Å.

Calculated atomic charges, method Mulliken, unit e: atom 1 (C): -0.18, atom 2 (C): -0.06, atom 3 (C): -0.18, atom 4 (C): -0.58, atom 5 (N): 0.11, atom 6 (N): -0.41, atom 7 (Br): -0.09, atom 8 (H): 0.29, atom 9 (H): 0.32, atom 10 (H): 0.25, atom 11 (H): 0.27, atom 12 (H): 0.24

5.
DFT (ωB97M-V/def2-TZVPD) results for a molecular structure, C4H5BrO in a non-equilibrium geometry.

Its energy relative to the best compared isomer or geometry (same formula, charge and spin) is 4.450 eV. The HOMO-LUMO gap comes out at 9.2478 eV. The calculation puts the HOMO energy at -8.86 eV. The value obtained for the lowest unoccupied orbital energy is 0.39 eV.

The geometry in XYZ format:
```
11
Properties=species:S:1:pos:R:3:forces:R:3
C -2.00572 1.24292 1.87534 -1.7 -0.5 -0.3
C -3.04874 0.77688 1.15090 0.6 0.7 1.1
C 0.46760 -0.09857 0.61884 -4.3 -0.5 1.9
C 1.50709 0.55232 -0.08276 0.2 3.2 -1.0
O -0.52658 0.48024 1.08729 1.8 -1.2 -1.3
Br -3.26691 -0.24883 -0.38972 0.3 -0.4 -0.4
H -4.04158 1.04401 1.54069 0.7 0.3 0.1
H 0.55799 -1.21897 0.76066 -0.1 0.9 -0.1
H 2.32417 0.13760 0.45528 1.7 0.1 -0.2
H 1.41635 1.72629 -0.03340 0.3 -2.5 0.0
H 1.46956 0.22468 -1.12785 0.4 -0.1 0.1
```
Positions in Å, forces in eV/Å.

Calculated atomic charges, method Mulliken, unit e: atom 1 (C): -0.33, atom 2 (C): -0.12, atom 3 (C): 0.21, atom 4 (C): -0.84, atom 5 (O): -0.33, atom 6 (Br): -0.16, atom 7 (H): 0.36, atom 8 (H): 0.35, atom 9 (H): 0.29, atom 10 (H): 0.25, atom 11 (H): 0.30

6.
DFT (ωB97M-V/def2-TZVPD) results for a single C4H5BrO2 molecule in a non-equilibrium geometry.

Its energy relative to the best compared isomer or geometry (same formula, charge and spin) is 1.084 eV. The HOMO-LUMO gap comes out at 9.3931 eV. The calculation puts the HOMO energy at -9.22 eV. The value obtained for the lowest unoccupied orbital energy is 0.17 eV. As for the SMILES: C/C(O)=C(\Br)C=O.

The geometry in XYZ format:
```
12
Properties=species:S:1:pos:R:3:forces:R:3
C 1.17925 -1.14808 0.03917 1.8 -1.1 -1.8
C 0.31288 -0.01171 0.36969 -2.1 0.8 -1.5
O 0.31002 0.34852 1.67483 -1.9 3.1 -2.3
C -0.53028 0.58923 -0.55544 2.5 -2.1 -0.3
Br -0.24178 -0.05687 -2.49232 -0.4 0.8 2.1
C -1.66611 1.45840 -0.37920 1.1 -1.1 -2.1
O -2.30855 1.81461 -1.31898 -1.2 1.0 -0.9
H 0.60687 -2.09932 -0.23613 0.7 1.4 0.3
H 1.73130 -1.31988 0.96898 0.5 -0.5 -0.5
H 1.93052 -0.91906 -0.87258 -1.7 -0.5 2.3
H 0.63670 -0.30301 2.21629 1.4 -2.5 1.8
H -1.96083 1.64717 0.58569 -0.6 0.7 2.9
```
Positions in Å, forces in eV/Å.

Calculated atomic charges, method Mulliken, unit e: atom 1 (C): -1.30, atom 2 (C): 0.89, atom 3 (O): -0.47, atom 4 (C): -0.15, atom 5 (Br): -0.19, atom 6 (C): -0.05, atom 7 (O): -0.49, atom 8 (H): 0.30, atom 9 (H): 0.40, atom 10 (H): 0.32, atom 11 (H): 0.30, atom 12 (H): 0.45

7.
DFT (ωB97M-V/def2-TZVPD) results for a molecular structure, C4H5BrOS2 in a non-equilibrium geometry.

Its energy relative to the best compared isomer or geometry (same formula, charge and spin) is 0.000 eV. The HOMO-LUMO gap (spin up / spin down) comes out at 7.0445 / 7.0482 eV. The calculation puts the HOMO energy (spin up / spin down) at -8.05 / -8.05 eV. The value obtained for the lowest unoccupied orbital energy (spin up / spin down) is -1.00 / -1.00 eV.

The geometry in XYZ format:
```
13
Properties=species:S:1:pos:R:3:forces:R:3
C 0.60580 -2.89458 -1.49068 1.2 -1.2 -1.9
C 0.90734 0.09256 -0.81993 -3.2 3.7 2.2
C -0.57492 0.17496 -0.29237 0.2 -4.5 -1.8
C 0.76753 -0.63705 1.70843 -1.9 0.8 -1.4
O 0.62251 -3.65723 -2.34763 -0.2 1.0 1.3
S 1.90755 0.00288 0.62092 1.7 0.0 0.6
S -0.79860 -0.89502 1.27746 1.4 1.0 -1.1
Br -1.56435 -2.98773 -0.11459 -1.1 -0.4 0.4
H 1.01938 -0.71083 -1.42153 0.5 -2.3 -1.9
H 0.96530 1.07728 -1.32587 0.7 -0.7 0.1
H -0.90963 1.08230 0.02138 -0.5 2.8 0.8
H -1.25168 -0.22423 -1.10154 0.5 0.3 1.1
H 0.97665 -0.61108 2.72755 0.7 -0.7 1.6
```
Positions in Å, forces in eV/Å.

Calculated atomic charges, method Mulliken, unit e: atom 1 (C): 0.15, atom 2 (C): -0.40, atom 3 (C): -0.88, atom 4 (C): -0.16, atom 5 (O): -0.24, atom 6 (S): -0.10, atom 7 (S): 0.04, atom 8 (Br): -0.48, atom 9 (H): 0.31, atom 10 (H): 0.35, atom 11 (H): 0.57, atom 12 (H): 0.41, atom 13 (H): 0.43

8.
DFT (ωB97M-V/def2-TZVPD) results for a molecular structure, C4H5CaO2 in a non-equilibrium geometry.

The HOMO-LUMO gap (spin up / spin down) comes out at 5.2277 / 5.8985 eV. The calculation puts the HOMO energy (spin up / spin down) at -15.33 / -16.01 eV. The multiplicity is 2. Its total charge is +2. The value obtained for the lowest unoccupied orbital energy (spin up / spin down) is -10.10 / -10.11 eV.

The geometry in XYZ format:
```
12
Properties=species:S:1:pos:R:3:forces:R:3
O -0.05728 -0.97627 -2.88620 0.8 -1.3 -4.1
C 0.53499 -0.88965 -1.83096 -2.2 3.6 8.6
Ca -0.06457 -1.37890 -5.01135 -0.2 0.1 0.5
H 1.56947 0.00235 -1.22991 -0.4 0.0 0.5
O -0.73481 1.34265 2.34713 0.1 -0.2 -0.2
C -0.16800 0.19014 1.76461 0.0 0.6 0.0
C -0.35918 0.26693 0.28108 -0.5 0.7 2.8
C 0.46233 -0.38380 -0.58359 2.3 -3.2 -8.0
H -0.21573 1.59680 3.11501 -0.1 0.0 0.1
H -0.67535 -0.72116 2.13087 0.1 0.0 -0.1
H 0.90255 0.09272 2.00851 -0.2 -0.1 -0.1
H -1.19442 0.85819 -0.10520 0.2 -0.1 0.0
```
Positions in Å, forces in eV/Å.

Calculated atomic charges, method Mulliken, unit e: atom 1 (O): -0.77, atom 2 (C): 0.16, atom 3 (Ca): 1.83, atom 4 (H): 0.20, atom 5 (O): -0.50, atom 6 (C): -0.24, atom 7 (C): -0.19, atom 8 (C): 0.17, atom 9 (H): 0.34, atom 10 (H): 0.26, atom 11 (H): 0.36, atom 12 (H): 0.37